Computed, not measured: a molecular structure, C22H40F6IrN2O4S2Si2, with ωB97M-V/def2-TZVPD.

```
79
Properties=species:S:1:pos:R:3:forces:R:3:mulliken_charge:R:1
Ir 0.052 -0.025 -0.149 -0.2 -0.8 1.6 2.09
C 0.885 2.760 2.315 -0.4 -0.5 0.1 -0.98
Si -0.039 1.336 3.200 -0.2 0.3 0.0 0.28
C -1.950 1.463 3.199 0.8 0.0 -0.1 -1.14
C 0.493 1.562 5.043 -0.2 -0.4 -0.7 -1.27
C 0.504 -0.265 2.352 -0.8 0.2 -0.9 0.92
C 1.926 -0.220 1.968 -0.3 0.0 -0.5 -0.76
C 3.021 -0.352 2.810 0.6 0.0 0.1 -0.52
C 4.304 -0.339 2.280 -0.4 0.1 -0.3 -0.82
C 4.455 -0.174 0.906 0.2 0.0 0.2 -0.80
C 3.330 -0.018 0.122 0.0 0.0 0.0 -0.38
N 2.094 -0.052 0.635 1.1 0.2 0.4 0.33
Si 0.059 -1.950 3.083 -0.3 -0.4 0.1 0.56
C 0.574 -2.213 4.923 -0.1 0.4 -0.7 -1.31
C -1.834 -2.237 3.055 0.7 0.2 -0.1 -1.27
C 1.045 -3.324 2.175 -0.4 0.6 0.1 -1.20
H 0.468 3.745 2.502 -0.2 0.1 0.1 0.44
H 0.882 2.587 1.243 0.0 0.0 -0.2 -0.01
H 1.923 2.772 2.639 0.2 0.0 0.1 0.42
H -2.299 2.476 3.379 0.0 0.2 0.1 0.45
H -2.374 0.833 3.973 0.0 -0.2 0.2 0.38
H -2.351 1.132 2.248 0.0 -0.1 -0.3 0.13
H 0.168 2.518 5.445 -0.1 0.2 -0.1 0.38
H 1.574 1.523 5.136 0.3 0.0 0.0 0.31
H 0.081 0.787 5.679 -0.1 -0.2 0.2 0.34
H 2.860 -0.450 3.872 -0.1 -0.1 0.1 0.41
H 5.174 -0.444 2.914 0.0 0.0 0.1 0.44
H 5.434 -0.148 0.449 0.0 0.0 0.0 0.48
H 3.415 0.146 -0.943 -0.1 0.0 -0.1 0.29
H 0.152 -1.452 5.570 -0.1 0.2 0.2 0.31
H 1.653 -2.183 5.034 0.3 0.0 0.0 0.32
H 0.240 -3.177 5.293 -0.1 -0.3 -0.1 0.40
H -2.280 -1.999 4.016 0.0 0.1 0.3 0.40
H -2.084 -3.268 2.827 0.0 -0.2 -0.1 0.43
H -2.309 -1.612 2.310 -0.1 0.2 -0.3 0.20
H 1.985 -3.511 2.688 0.2 0.0 0.1 0.34
H 1.287 -3.028 1.160 0.0 0.0 -0.3 0.25
H 0.506 -4.265 2.126 -0.2 -0.1 0.0 0.47
C -1.935 -3.693 -1.941 0.2 0.3 0.0 -1.92
C -1.384 -2.258 -1.912 -0.2 -0.1 0.1 2.13
C -2.263 -1.365 -2.788 0.4 -0.1 0.1 -0.98
C -1.312 -1.776 -0.466 0.0 2.3 -0.3 -1.24
H -1.953 -4.062 -2.964 0.0 -0.1 -0.1 0.47
H -2.952 -3.711 -1.548 -0.1 -0.1 0.1 0.35
H -1.314 -4.357 -1.340 0.0 -0.1 0.1 0.42
H -0.379 -2.281 -2.348 0.0 0.0 0.0 -0.44
H -3.254 -1.245 -2.346 -0.1 0.0 0.1 0.36
H -2.368 -1.805 -3.778 -0.1 0.0 -0.1 0.45
H -1.809 -0.387 -2.917 -0.1 0.1 0.0 -0.28
H -0.942 -2.585 0.170 0.3 0.2 0.2 0.17
H -2.319 -1.503 -0.130 0.0 -0.2 0.1 0.27
F 3.343 -2.142 -3.630 0.0 0.3 0.1 -0.26
C 2.320 -1.585 -4.303 0.2 -0.3 0.0 0.56
F 1.319 -2.455 -4.234 -0.1 0.2 0.1 -0.16
F 2.702 -1.487 -5.581 -0.1 0.3 0.1 -0.25
S 1.948 0.125 -3.551 0.9 -0.7 -0.3 0.98
O 0.999 -0.157 -2.509 -0.7 -0.1 0.4 -0.70
O 3.248 0.563 -3.140 0.1 0.2 -0.2 -0.80
N 1.414 1.000 -4.734 0.0 -0.1 0.5 -0.61
S -0.098 0.702 -5.106 -0.8 0.8 -1.7 1.13
O -1.063 1.490 -4.411 0.0 0.3 0.3 -0.61
O -0.372 -0.683 -5.326 0.0 -0.5 0.0 -0.58
C -0.099 1.433 -6.852 0.1 0.0 -0.1 0.41
F -1.301 1.273 -7.429 0.0 -0.2 0.4 -0.22
F 0.798 0.831 -7.638 0.1 -0.2 0.1 -0.23
F 0.170 2.741 -6.885 0.0 0.1 0.4 -0.23
C -3.202 2.961 -0.366 0.3 0.1 0.2 -1.95
C -1.687 2.926 -0.152 0.1 -0.2 0.3 2.25
C -1.041 4.216 -0.661 -0.1 -0.2 0.2 -2.05
C -1.100 1.717 -0.882 -0.2 -2.1 -0.1 -1.44
H -3.655 3.815 0.136 -0.1 0.1 0.1 0.47
H -3.656 2.049 0.015 -0.1 -0.1 0.0 0.39
H -3.415 3.033 -1.430 -0.1 0.0 -0.2 0.41
H -1.504 2.872 0.926 0.0 0.0 0.0 -0.64
H -1.212 4.327 -1.729 0.0 0.0 -0.2 0.44
H 0.032 4.193 -0.485 0.2 0.0 0.0 0.39
H -1.453 5.086 -0.152 -0.1 0.2 0.1 0.48
H -0.375 2.045 -1.632 0.2 -0.1 0.0 0.45
H -1.897 1.205 -1.427 0.0 0.3 -0.2 0.33
```
Positions in Å, forces in eV/Å.

Summary:
**Charge**: -1
**LUMO (alpha / beta)**: 2.15 / 2.15 eV
**HOMO level (alpha / beta)**: -0.165 / -0.157 Ha

=====

Computed, not measured: a molecular structure, C22H40IrN5O5SSi4Te, with ωB97M-V/def2-TZVPD.

```
79
Properties=species:S:1:pos:R:3:forces:R:3:mulliken_charge:R:1
Ir -1.375 2.086 2.004 -0.8 0.5 0.7 0.66
N 0.309 2.449 3.181 0.2 0.2 0.0 -0.49
C 1.403 1.489 3.444 0.1 -0.1 0.1 -1.01
C 1.562 0.593 2.236 0.1 0.0 -0.1 0.57
O 0.990 -0.588 2.377 -0.2 0.1 0.0 -0.64
O 2.161 0.952 1.249 -0.1 0.0 0.0 -0.50
H 0.713 3.262 2.696 0.0 0.0 -0.1 0.36
H -0.043 2.797 4.067 0.0 0.0 0.0 0.34
H 1.168 0.895 4.325 -0.1 0.0 0.0 0.33
H 2.335 2.033 3.596 0.0 0.0 0.1 0.41
N 1.959 3.016 -5.015 0.0 0.0 0.0 -0.53
C 1.575 3.452 -3.757 0.0 0.0 0.0 1.03
C 0.824 4.621 -3.610 0.0 0.0 0.0 -0.84
C 0.401 5.026 -2.358 0.0 0.0 0.0 -0.34
C 0.734 4.271 -1.243 0.0 0.0 0.0 -0.48
C 1.477 3.102 -1.372 0.0 0.0 0.0 -0.02
C 1.894 2.698 -2.623 0.0 0.0 0.0 -0.58
S 0.135 4.750 0.331 0.0 0.0 -0.1 1.32
O -0.396 6.076 0.234 0.0 0.0 0.0 -0.71
O 1.154 4.472 1.321 0.0 0.0 0.0 -0.90
N -1.026 3.667 0.662 -0.1 0.1 0.0 -0.45
C -2.266 3.633 0.115 0.1 -0.2 -0.2 0.56
N -2.775 4.408 -0.826 0.0 0.0 0.0 -0.46
C -4.038 4.142 -1.160 0.0 0.0 0.0 -0.22
C -4.794 3.129 -0.591 0.0 0.0 0.0 -0.79
C -4.168 2.337 0.360 0.0 -0.1 -0.1 -0.02
N -2.916 2.579 0.699 0.1 0.0 0.0 -0.29
H 1.989 3.710 -5.741 0.0 0.0 0.0 0.22
H 2.726 2.365 -5.046 0.0 0.0 0.0 0.23
H 0.569 5.207 -4.485 0.0 0.0 0.0 0.30
H -0.189 5.923 -2.233 0.0 0.0 0.0 0.50
H 1.725 2.515 -0.495 0.0 0.0 0.0 0.42
H 2.467 1.785 -2.732 0.0 0.0 0.0 0.12
H -4.463 4.775 -1.931 0.0 0.0 0.0 0.42
H -5.817 2.952 -0.885 0.0 0.0 0.0 0.39
H -4.652 1.496 0.840 0.0 0.0 0.0 0.48
O -2.539 0.039 3.843 -0.2 0.1 -0.1 -0.60
C -2.091 0.818 3.122 0.4 0.0 -0.2 0.47
C -3.111 -2.407 -1.899 0.1 -0.2 -0.1 -1.18
Si -1.242 -2.296 -1.678 -0.8 0.7 -0.8 0.68
C -0.514 -1.792 -3.337 0.1 -0.2 0.0 -1.16
C -0.654 -4.029 -1.296 0.1 0.1 0.3 -0.65
Si 0.495 -1.585 1.019 0.4 0.3 0.4 0.40
Te -1.098 -0.150 -0.265 0.4 -1.1 0.0 -0.39
Si 2.625 -1.959 -0.005 -0.1 -0.1 -0.1 0.71
C 2.881 -3.674 -0.745 0.0 0.0 0.0 -1.30
C 3.889 -1.813 1.378 0.0 0.0 0.0 -1.18
C 2.947 -0.707 -1.358 0.0 0.0 0.0 -0.51
Si -0.515 -3.236 2.393 0.0 -0.2 -0.1 0.74
C -0.400 -2.649 4.168 0.0 0.0 0.0 -1.04
C 0.454 -4.845 2.263 0.0 0.0 -0.1 -1.18
C -2.326 -3.519 1.985 0.0 0.0 0.0 -1.16
H -3.351 -2.971 -2.806 0.0 0.0 0.0 0.37
H -3.555 -1.415 -1.987 0.0 0.0 0.0 0.33
H -3.585 -2.918 -1.058 0.0 0.1 0.0 0.30
H -0.921 -2.417 -4.138 0.0 0.0 0.0 0.42
H 0.572 -1.906 -3.357 0.0 0.1 0.0 0.25
H -0.748 -0.750 -3.558 0.0 0.0 0.0 0.29
H -0.987 -4.592 -2.174 0.0 -0.1 0.0 0.47
H -1.121 -4.464 -0.416 -0.1 0.0 0.0 0.11
H 0.421 -4.143 -1.200 0.0 0.0 0.0 -0.08
H 2.545 -4.475 -0.084 0.0 0.0 0.0 0.34
H 3.954 -3.812 -0.910 0.0 0.0 0.0 0.44
H 2.387 -3.790 -1.710 0.0 0.0 0.0 0.35
H 3.787 -2.635 2.091 0.0 0.0 0.0 0.31
H 3.806 -0.873 1.919 0.0 0.0 0.0 0.26
H 4.893 -1.868 0.949 0.0 0.0 0.0 0.44
H 2.300 -0.875 -2.221 0.0 0.0 0.0 0.08
H 3.987 -0.775 -1.688 0.0 0.0 0.0 0.58
H 2.763 0.298 -0.981 0.0 0.0 0.0 -0.28
H 0.582 -2.233 4.395 0.0 0.0 0.0 0.22
H -0.579 -3.497 4.834 0.0 0.0 0.0 0.42
H -1.149 -1.885 4.377 0.0 0.0 0.0 0.23
H 1.498 -4.692 2.548 0.0 0.0 0.0 0.33
H 0.442 -5.265 1.255 0.0 0.0 0.0 0.33
H 0.030 -5.588 2.942 0.0 0.0 0.0 0.42
H -2.839 -2.566 1.842 0.0 0.0 0.0 0.24
H -2.803 -4.038 2.822 0.0 0.0 0.0 0.45
H -2.482 -4.125 1.093 0.0 0.0 0.0 0.34
```
Positions in Å, forces in eV/Å.

Summary:
**LUMO**: 0.14 eV
**Relative energy (zero: lowest compared OMol25 entry of this formula, charge and spin)**: 0.320 eV
**HOMO level**: -0.268 Ha

=====

Computed, not measured: 2 unconnected molecules or ions with the total composition C22H40N, with ωB97M-V/def2-TZVPD.

```
63
Properties=species:S:1:pos:R:3:forces:R:3:mulliken_charge:R:1
C 4.359 2.319 -4.090 -2.8 -7.1 0.1 -1.75
H 5.209 2.777 -4.004 4.8 2.8 1.2 0.55
C 3.947 1.324 -2.855 4.7 4.9 -3.0 -0.40
C 3.870 2.282 -1.702 4.9 1.6 -0.8 -0.34
C 3.620 1.438 -0.639 -0.4 1.1 9.7 -0.53
C 3.440 2.458 0.782 -7.6 -3.2 -1.7 -1.17
C 3.281 1.797 2.115 -0.2 -10.9 -6.2 -1.19
C 2.031 0.601 2.114 -2.3 11.2 7.6 -1.31
C 1.821 0.020 3.519 -3.6 2.9 0.3 -0.59
C 0.462 -0.775 3.546 -0.1 -0.4 0.5 -0.30
C 0.775 -2.233 3.144 -11.2 7.3 -11.8 -1.23
C -0.411 -3.129 2.923 1.6 6.3 -7.1 -2.27
H -0.923 -3.147 3.672 -5.5 -0.7 9.1 0.85
H -0.297 -4.026 2.593 1.6 -5.7 -2.0 0.77
C -1.625 -2.539 1.931 5.6 7.3 4.7 -0.55
C -1.184 -2.201 0.602 -0.7 -6.0 -1.7 -0.82
H -1.014 -3.215 0.080 1.0 0.7 1.1 0.27
H -0.306 -1.617 0.510 0.3 0.9 -0.2 0.45
N -2.286 -1.881 -0.366 9.1 10.5 2.4 0.47
C -1.613 -1.758 -1.653 2.2 -5.5 -0.8 -0.88
H -0.593 -1.367 -1.832 -0.6 0.4 1.6 0.17
H -2.211 -1.289 -2.311 -2.3 1.2 -2.4 0.69
H -1.450 -2.890 -1.899 -0.5 1.9 -0.3 0.41
C -3.446 -2.380 -0.259 -8.0 -8.8 -8.8 -0.94
H -3.901 -2.689 0.578 -1.7 0.9 3.6 0.35
H -3.339 -3.602 -0.575 0.0 2.6 0.2 0.41
H -4.130 -2.043 -1.342 1.6 -0.7 4.0 0.28
C -2.486 -0.429 0.053 1.6 7.6 -2.4 -0.38
C -3.300 0.540 -1.002 -0.9 -3.3 0.6 0.10
C -2.849 1.190 -2.107 10.2 -4.8 7.3 0.14
C -3.613 1.690 -2.931 -2.7 8.3 -9.8 -0.64
C -4.927 1.688 -2.913 -6.4 -1.1 3.2 -0.36
C -5.580 1.077 -1.721 -1.4 2.1 -4.9 -0.69
C -4.701 0.470 -0.985 1.3 -2.9 6.7 -0.33
H -5.141 -0.046 -0.073 0.6 0.4 -0.9 0.18
H -6.664 0.999 -1.431 1.2 0.4 -1.0 0.36
H -5.608 2.148 -3.611 0.5 0.3 -0.4 0.41
H -3.243 2.546 -3.662 -0.1 -2.4 0.9 0.20
H -1.713 1.154 -2.185 -1.4 0.7 -0.3 0.34
H -1.401 0.225 0.162 -2.8 -2.4 -0.3 -0.05
H -3.034 -0.130 0.933 0.0 -1.5 0.7 0.66
H -1.880 -1.286 2.613 0.4 -3.9 -2.1 0.19
H -2.435 -3.048 2.092 -4.5 -3.1 0.5 0.80
H 1.496 -2.587 3.463 12.0 -6.2 7.0 1.49
H 1.285 -2.107 1.997 -1.2 -0.3 2.2 0.03
H 0.057 -0.939 4.554 0.2 0.8 0.3 0.31
H -0.408 -0.178 3.015 2.0 -1.4 0.5 0.09
H 1.500 0.993 4.137 1.7 -2.2 -0.5 0.28
H 2.619 -0.625 3.853 0.4 0.3 0.5 0.39
H 2.189 -0.055 1.516 2.0 -7.6 -7.8 1.19
H 1.103 1.253 1.899 1.0 -1.3 -0.1 0.18
H 3.184 2.213 2.960 -0.4 3.9 6.0 0.80
H 3.957 0.786 2.252 0.1 3.1 -0.2 0.21
H 2.433 3.103 0.640 1.9 -1.2 0.0 0.27
H 4.122 3.122 0.908 5.0 4.2 -0.2 0.84
H 4.333 0.891 -0.035 1.1 -0.9 -1.4 0.28
H 2.747 0.859 -0.676 -1.4 -0.8 -0.3 0.14
H 4.894 2.929 -1.440 -2.5 -1.6 -1.1 0.23
H 3.075 2.974 -1.737 -0.9 1.0 -0.8 0.34
H 2.959 1.077 -2.960 -2.0 -2.0 -0.8 0.39
H 4.856 0.660 -2.832 -1.8 -0.1 0.5 0.27
H 4.477 1.693 -4.967 0.2 -0.3 -0.4 0.43
H 3.609 2.913 -4.364 -3.1 2.8 -0.6 0.50
```
Positions in Å, forces in eV/Å.

Summary:
**Charge**: +1
**LUMO**: -2.41 eV
**Relative energy (zero: lowest compared OMol25 entry of this formula, charge and spin)**: 20.031 eV
**HOMO level**: -0.422 Ha

=====

| no. | largest force on an atom (eV Å⁻¹) |
| --- | --- |
| 1 | 2.345 |
| 2 | 1.315 |
| 3 | 17.843 |